Here is 13 unconnected molecules or ions with the total composition H26O13 from the OMol25 dataset. Energies are from the ωB97M-V functional and the def2-TZVPD basis.

Output
* E_tot: -27034.9798 eV
* LUMO: -0.8042 eV
* multiplicity: 1
* energy relative to the best compared isomer or geometry (same formula, charge and spin): 6.967 eV

Atoms and positions in Å:
H  37.346  55.928  0.721
H  35.446  50.838  1.650
O  33.446  50.856  4.930
H  32.673  51.613  4.749
O  32.684  53.117  1.817
H  38.895  54.674  2.404
H  38.892  52.516  0.133
H  37.720  53.816  4.762
H  34.003  50.242  1.322
O  35.978  51.630  5.089
H  32.646  53.986  1.913
H  37.423  51.942  0.333
H  35.704  57.051  3.307
H  37.626  55.431  3.050
H  37.591  49.765  1.870
O  37.989  54.582  2.744
H  34.401  56.492  2.494
O  37.416  50.762  2.254
H  36.789  56.734  -0.352
H  35.321  55.090  4.660
H  36.386  50.672  5.205
O  37.563  56.746  0.213
H  37.878  52.959  5.875
H  33.303  52.596  2.333
O  35.752  53.346  2.861
H  35.819  53.891  0.951
H  36.666  53.420  0.035
H  37.963  50.844  3.166
O  35.250  56.228  2.910
H  35.833  52.267  5.644
O  37.959  52.630  0.024
O  37.461  53.682  5.659
O  36.158  54.207  0.215
O  34.841  50.466  1.004
H  34.279  51.138  4.930
H  36.810  53.592  2.504
H  35.695  54.286  5.662
H  35.903  52.712  3.534
O  34.989  54.832  5.457

---

Here is 2 unconnected molecules or ions with the total composition C4H9N2 from the OMol25 dataset. Energies are from the ωB97M-V functional and the def2-TZVPD basis.

Output
* E_tot: -7265.6073 eV
* LUMO: -3.6877 eV
* multiplicity: 1
* energy relative to the best compared isomer or geometry (same formula, charge and spin): 2.534 eV
* net charge: +1

Atoms and positions in Å:
C  -1.075  -1.124  0.270
N  2.468  1.032  -0.419
H  3.230  1.196  0.312
N  1.303  -0.815  0.888
H  2.847  0.825  -1.353
H  2.069  1.923  -0.538
H  -1.222  -2.208  0.147
H  2.012  0.201  -0.050
C  0.222  -1.081  0.718
C  -2.113  -0.155  0.756
H  -2.356  -0.470  -1.393
H  -3.162  -0.359  0.931
H  -0.787  0.532  -0.971
H  -1.783  0.657  1.406
C  -1.652  -0.156  -0.703

---

Here is 9 unconnected molecules or ions with the total composition C45H48N2O27 from the OMol25 dataset. Energies are from the ωB97M-V functional and the def2-TZVPD basis.

Output
* E_tot: -105701.0153 eV
* LUMO: -1.5585 eV
* multiplicity: 1

Atoms and positions in Å:
O  -5.617  -1.491  1.524
H  -3.547  -4.634  -5.678
O  1.047  0.744  0.025
O  -5.039  -3.877  0.588
C  1.983  5.041  3.208
O  6.123  2.701  1.005
O  -3.172  1.622  1.509
O  -0.088  4.153  -3.900
C  0.513  -5.792  -2.614
H  -1.121  -7.201  -0.007
C  -3.409  -2.833  -3.115
C  -3.516  1.934  0.397
H  0.921  3.574  0.333
C  0.762  5.005  5.155
H  1.645  5.174  5.791
O  0.983  -0.109  7.808
C  -2.000  -0.862  -3.705
C  -3.502  -1.311  2.491
H  2.776  1.199  0.384
H  1.126  -6.385  -3.295
H  2.095  -2.063  -0.173
H  0.657  -2.467  -0.981
H  0.373  -0.905  1.041
C  -0.547  -6.409  -0.511
H  1.669  -1.217  -1.662
O  2.209  0.537  3.346
H  -0.143  -5.174  -3.233
O  0.692  0.702  -6.935
O  5.665  -2.572  0.240
O  -0.109  1.832  2.803
O  1.874  -0.699  -4.933
O  -6.649  2.651  -1.457
C  -1.805  -1.314  -4.938
H  0.485  0.463  8.424
H  -1.038  -8.683  -1.841
C  1.190  2.299  -3.129
H  0.363  6.010  4.962
O  -3.687  -4.503  -4.724
H  -3.680  -0.326  2.904
H  4.199  4.977  1.326
H  0.343  4.928  1.088
C  1.420  0.668  4.232
C  -0.299  1.402  6.452
H  2.509  -0.509  5.735
H  2.467  3.280  2.200
O  -0.171  -5.424  0.095
H  -1.576  0.309  -2.371
H  1.242  -0.098  -6.955
C  -1.882  -3.185  2.084
H  2.957  5.103  3.710
C  -1.003  -7.775  -2.434
H  1.198  -5.203  -2.014
H  -2.235  3.021  -2.623
C  -2.547  2.326  -0.684
O  -0.937  1.778  7.424
C  1.265  -1.602  -0.718
H  -6.756  2.765  -2.416
N  -0.294  -6.672  -1.794
H  0.381  1.309  2.126
C  7.101  0.595  1.066
C  -4.377  2.855  -2.255
H  2.948  6.063  0.883
H  -2.009  -7.482  -2.742
C  1.492  1.016  -3.379
H  3.656  -0.999  0.174
C  -2.410  -2.577  -5.376
O  1.097  4.299  3.994
C  7.023  -0.714  0.830
C  -0.611  1.839  5.087
O  -1.234  2.331  -0.396
H  -0.468  -7.982  -3.362
N  0.895  4.081  1.231
O  -1.589  0.358  -3.351
C  -2.966  2.779  -1.858
H  0.045  4.487  5.787
O  -4.718  3.310  -3.312
H  -1.463  -0.656  -5.729
C  3.169  4.995  0.951
H  -2.562  -4.820  0.925
O  8.058  -1.524  1.031
H  -1.458  2.491  4.918
C  1.448  0.416  -4.705
C  0.775  1.284  -5.733
C  0.419  3.086  -4.145
H  1.906  0.459  -2.544
C  4.571  -0.466  0.398
C  -4.937  2.098  0.035
O  -2.937  -1.168  -1.494
C  -2.809  -1.574  -2.649
H  7.939  -2.369  0.572
C  1.658  0.140  5.579
C  0.854  0.456  6.597
C  -3.240  -3.294  -4.357
C  0.166  1.474  4.067
C  4.686  0.857  0.549
H  -6.033  -2.138  0.920
H  -0.373  2.942  -6.234
H  0.426  3.450  1.910
O  -1.424  -1.350  3.600
H  -0.486  -4.337  1.519
C  5.992  1.528  0.864
C  -4.430  -2.005  1.837
O  3.650  1.684  0.463
C  -2.164  -1.856  2.778
O  1.310  2.858  -1.920
H  -1.089  1.624  0.268
C  2.247  4.313  1.911
H  8.073  1.001  1.327
C  5.716  -1.380  0.462
H  1.463  2.112  -1.286
C  -5.347  2.485  -1.170
H  -4.029  -3.398  -2.430
C  -2.814  -3.893  1.416
O  -2.282  -3.021  -6.486
O  -0.625  -3.596  2.161
C  -4.146  -3.352  1.244
H  3.289  4.527  -0.023
H  -5.568  1.957  0.905
C  0.208  2.459  -5.464
H  1.565  6.040  3.021
H  -0.508  -0.503  -0.462
C  0.496  -0.511  0.017